A 6-piece molecular cluster, C24H52F9NO14P2 overall, computed with ωB97M-V with the def2-TZVPD basis set.

```
! RIJCOSX wB97M-V def2-TZVPD def2/J DEFGRID3
* xyz -2 1
H 4.30462 1.11296 0.52153
C 3.22942 -3.32438 0.64337
P 0.12189 1.06479 -3.23468
H 0.14609 -6.26565 -2.71305
C -0.11870 3.55244 -2.15242
H -0.77789 -0.48949 -0.41182
H -0.10370 3.13158 -1.14706
H -3.30757 -4.41093 -0.62941
C -1.92729 -6.14572 -1.74921
C 3.31340 -4.54304 -0.25992
F -5.30158 -0.28557 3.80677
H 1.51442 0.87123 4.32649
H -4.03419 2.93745 1.96192
C 4.05374 1.84249 2.57427
C -2.08178 -2.91207 -1.56683
C 2.84041 -1.03895 -3.13414
H -1.94895 2.72090 0.05128
F 2.47200 -1.22186 4.42206
O -2.79918 -0.90267 2.42349
O 0.67093 2.45730 3.19789
H 3.68487 0.89065 2.95641
O -0.92306 1.15188 -4.49974
C -3.67373 0.22678 2.18138
O -2.96064 1.23578 1.51325
O 2.24845 -3.56303 1.63921
H -0.88173 -7.64061 -3.12849
C -0.63619 -6.92754 -2.34151
C -2.73248 3.35417 0.46740
C 0.57175 1.31176 4.00185
H 3.55968 -5.41790 0.34180
H -0.48966 6.06867 0.65505
H -0.11953 0.29250 0.72018
H -0.28048 -7.58430 -1.54764
H -0.98106 0.67146 5.45380
H -1.71956 4.24371 -3.54323
H 3.11068 -2.46224 -0.01292
H -1.26561 2.20336 5.05602
H -0.86858 -0.04413 -6.74222
H -0.03545 0.58771 3.45856
C 1.77746 -0.83891 -4.12291
C -4.57834 0.69239 3.36893
H -2.53780 0.80384 -6.70687
F 3.53560 -3.09375 4.06254
H 2.34764 -1.37047 -2.22015
H 2.38576 -4.77560 -0.78290
H 4.26934 -3.19820 0.94458
O 0.54500 -2.61285 2.73145
H 1.90901 5.15656 2.28558
H -2.49820 -5.74041 -2.58461
H 5.54369 0.58869 1.47859
H 2.08545 -1.04298 -5.14838
H 3.94013 -4.45484 -1.14736
O 2.94935 2.76695 2.31904
C -0.40015 1.55282 5.18206
H -0.33847 -1.43258 0.89262
H 0.91802 -1.43747 -3.82092
H -1.52881 -0.50246 1.15054
H 0.35625 7.10391 1.67262
C 1.88273 -2.37662 2.41627
C -1.85297 0.13768 -4.79715
H 0.25335 4.96527 2.91681
H -1.61983 5.01438 -1.96770
F -0.75139 -2.65307 -1.85723
H -4.49841 0.00953 1.50255
H 5.43586 2.33513 1.02825
H -4.57171 2.17605 0.45675
H 1.84893 -1.56582 1.68855
H -1.35777 -0.76692 -4.44420
N -0.68711 -0.53322 0.59314
H 0.16536 1.79039 6.08308
C -3.70382 2.38521 1.08215
O -0.20676 0.15751 -2.10053
C -1.86273 0.04832 -6.30492
H 3.57035 -1.75069 -3.51979
F -2.68544 -3.09635 -2.75352
F 4.10420 -1.39142 2.97174
H 4.72458 2.24157 3.33506
H -2.76634 0.32022 -4.23099
C -2.28783 -4.03740 -0.53618
C 3.00212 -2.04569 3.45955
O 1.27072 1.23115 1.02633
H 3.31577 -0.11990 -2.79140
F -5.43467 1.67420 3.26708
H 1.23553 6.36730 0.33646
C 0.85928 5.04461 2.01423
O 0.87992 3.88521 1.18635
O 1.46143 0.49796 -3.87998
O 0.52486 2.60730 -2.97120
C 4.89182 1.45593 1.37339
C 0.49356 6.17901 1.11243
H -2.39892 -0.86929 -6.54697
P 1.44879 2.43658 1.82276
F -2.56553 -1.74273 -1.11543
H 0.45376 4.47829 -2.09592
O -1.49727 -5.17380 -0.80095
O -1.96410 -3.75820 0.74868
H -2.28265 3.38383 -2.22622
C -1.47954 4.07035 -2.49421
H -3.20824 3.90482 -0.34411
F -3.91783 0.98732 4.47118
H -2.25945 4.12742 1.07273
H -2.51683 -6.94564 -1.30125
*
```

- frontier orbital gap (eV) = 4.2441
- electronic energy (Ha) = -3635.285376

Mulliken population analysis, charges in e, atoms 1 to 6: H 0.167; C 0.325; P -0.773; H 0.257; C 0.587; H 0.087